The following is a DFT calculation (the ωB97M-V functional and the def2-TZVPD basis) of a single C5H7N molecule in a non-equilibrium geometry.

Geometry (Å):
N: 1.9696 1.7783 -3.3692
C: 0.1967 0.1828 -0.4267
C: 1.6095 1.6059 -2.2197
C: 0.7656 1.3856 -1.2024
C: -0.8801 -1.3784 1.2039
C: -0.5983 0.0597 0.6558
H: 0.4266 2.2489 -0.7474
H: -1.5028 -1.2614 2.1760
H: -1.1084 0.8543 1.1924
H: -1.5148 -2.1069 0.5379
H: -0.0347 -1.9332 1.5198
H: 0.7383 -0.6670 -0.9243
H: 2.9552 2.0681 -3.5783

Results
Energy above the lowest of the compared OMol25 structures with the same formula, charge and spin (kcal per mole): 68.8
HOMO (eV): -8.1
Kohn-Sham gap (Eh): 0.331
Max |F| (eV Å⁻¹): 3.2